Here is a cluster of 7 separate species, C43H43B2BrClN7O16 in total at a distorted geometry from the Open Molecules 2025 dataset. Energies are from ωB97M-V/def2-TZVPD.

The calculation puts the HOMO energy at -9.8 eV. Its frontier orbital gap is 8.7 eV. Its spin multiplicity is 1.

Each line ends with the Mulliken charge.
Cartesian coordinates (Å):
C (0.83592, -3.37337, -1.81514)  -0.72
B (1.90659, -2.15743, -2.20066)  0.77
O (3.26389, -2.51080, -2.67832)  -0.51
C (1.34914, -0.61652, -2.04838)  -0.76
C (2.38406, 0.55214, -1.49230)  0.55
Cl (2.28010, 0.32512, 0.38108)  -0.46
C (1.51338, 1.84902, -1.99118)  0.41
O (1.32732, 3.05646, -1.43565)  -0.63
O (0.83570, 1.44362, -3.26476)  -0.36
C (0.46191, 0.02074, -3.27075)  0.25
Br (1.23020, -0.61165, -5.04197)  -0.19
B (-1.16848, -0.37374, -3.28717)  0.43
O (-1.73290, -0.57310, -4.66892)  -0.66
N (-2.00016, -0.56023, -2.02079)  0.05
C (-3.40402, -1.04463, -2.31899)  -0.78
C (-1.97698, 0.66010, -1.12781)  -0.22
H (0.90350, -4.28054, -2.57726)  0.21
H (-0.25039, -2.90907, -1.94416)  0.11
H (0.92788, -3.71970, -0.69981)  0.30
H (3.92529, -2.50443, -1.91702)  0.32
H (0.54388, -0.71136, -1.18870)  0.13
H (3.46317, 0.60549, -1.95594)  0.28
H (-1.67398, -1.57141, -4.84563)  0.32
H (-3.78303, -1.61672, -1.34265)  0.31
H (-3.45764, -1.85546, -3.18880)  0.24
H (-4.18690, -0.19850, -2.52180)  0.19
H (-0.87268, 0.95550, -0.82701)  0.04
H (-2.51038, 0.35538, -0.10455)  0.18
H (-2.49521, 1.61215, -1.57268)  -0.02
O (-4.23126, 0.37530, 3.79330)  -0.61
N (-3.86409, 1.19443, 2.93778)  1.00
O (-4.41350, 1.35445, 1.83843)  -0.52
C (-2.69596, 2.02794, 3.24632)  -0.21
C (-2.02116, 1.85438, 4.46258)  -0.23
C (-0.89616, 2.63334, 4.74007)  -0.58
C (-0.45379, 3.57858, 3.81327)  -0.44
C (-1.13394, 3.75663, 2.60732)  -0.60
C (-2.25858, 2.98151, 2.31741)  -0.15
H (-2.35318, 1.12200, 5.19520)  0.45
H (-0.36166, 2.50145, 5.67840)  0.53
H (0.42722, 4.17969, 4.03167)  0.40
H (-0.78474, 4.49741, 1.89140)  0.41
H (-2.77575, 3.13009, 1.37178)  0.56
O (5.62618, -2.79868, 5.42139)  -0.67
N (4.86269, -2.23565, 6.22000)  1.06
O (4.91671, -2.36422, 7.45150)  -0.59
C (3.82069, -1.36110, 5.66874)  -0.18
C (3.69938, -1.21612, 4.27985)  -0.51
C (2.69091, -0.40196, 3.76069)  0.40
C (1.81642, 0.26341, 4.62133)  0.11
C (1.94614, 0.12550, 6.00435)  -0.37
C (2.94899, -0.68821, 6.53524)  -0.47
H (4.37281, -1.72794, 3.59583)  0.47
H (2.58439, -0.28829, 2.68398)  -0.12
H (1.02812, 0.89268, 4.21169)  0.30
H (1.26258, 0.64965, 6.66863)  0.33
H (3.03492, -0.78784, 7.61526)  0.44
O (-5.23142, 3.33180, -1.97643)  -0.59
N (-4.49617, 3.07162, -2.94049)  1.12
O (-3.25965, 3.01017, -2.88317)  -0.68
C (-5.13372, 2.82443, -4.23930)  -0.22
C (-6.52707, 2.92050, -4.35808)  -0.22
C (-7.12575, 2.70812, -5.60141)  -0.41
C (-6.33986, 2.39858, -6.71258)  -0.38
C (-4.95340, 2.29323, -6.58917)  -0.68
C (-4.34304, 2.50625, -5.35153)  -0.08
H (-7.15342, 3.16098, -3.50180)  0.48
H (-8.20582, 2.78699, -5.70523)  0.44
H (-6.81071, 2.23939, -7.68117)  0.37
H (-4.34800, 2.04872, -7.45920)  0.39
H (-3.26106, 2.42362, -5.27250)  0.45
O (9.40813, -9.65588, 6.97400)  -0.58
N (8.94346, -9.28466, 5.88589)  0.95
O (9.05630, -9.91336, 4.82380)  -0.58
C (8.21428, -8.01122, 5.85267)  -0.05
C (8.09484, -7.24901, 7.02295)  -0.28
C (7.42100, -6.02694, 6.97978)  -0.52
C (6.86880, -5.57449, 5.78041)  -0.16
C (6.98017, -6.34056, 4.61880)  -0.56
C (7.65421, -7.56303, 4.64896)  -0.26
H (8.51965, -7.58760, 7.96542)  0.42
H (7.32876, -5.42492, 7.88124)  0.39
H (6.34918, -4.61830, 5.75044)  0.47
H (6.54456, -5.98253, 3.68858)  0.37
H (7.73517, -8.14679, 3.73440)  0.42
O (4.71262, 0.60958, -3.68622)  -0.64
N (5.71722, 1.32286, -3.82661)  1.05
O (6.87924, 0.94741, -3.61501)  -0.58
C (5.51584, 2.70791, -4.26884)  -0.13
C (4.21578, 3.18587, -4.48374)  -0.03
C (4.02919, 4.51133, -4.88091)  -0.67
C (5.13098, 5.34806, -5.06551)  -0.34
C (6.42512, 4.86642, -4.86094)  -0.46
C (6.62412, 3.54354, -4.46088)  -0.40
H (3.34681, 2.54654, -4.34410)  0.61
H (3.02375, 4.89359, -5.04377)  0.40
H (4.98019, 6.38241, -5.36979)  0.37
H (7.27885, 5.52388, -5.00973)  0.37
H (7.63879, 3.18425, -4.30246)  0.44
O (-9.60462, 1.87969, -3.32846)  -0.58
N (-9.19870, 2.31389, -2.24016)  0.97
O (-9.02322, 3.51398, -1.98512)  -0.58
C (-8.90104, 1.33953, -1.18352)  0.11
C (-9.04945, -0.03036, -1.44070)  -0.34
C (-8.74157, -0.95352, -0.43950)  -0.49
C (-8.29462, -0.51116, 0.80657)  -0.45
C (-8.15776, 0.85410, 1.06336)  -0.45
C (-8.45988, 1.78669, 0.06904)  -0.22
H (-9.39651, -0.39115, -2.40648)  0.45
H (-8.84711, -2.01913, -0.63156)  0.38
H (-8.05040, -1.23497, 1.58224)  0.39
H (-7.81167, 1.19112, 2.03799)  0.40
H (-8.34494, 2.84707, 0.28382)  0.42

Cartesian forces, eV/Å:
-0.9 0.3 -0.9
1.0 -1.3 -0.6
-1.6 1.0 2.7
-0.8 0.6 1.2
-2.3 0.0 -1.3
0.7 0.7 -2.1
-1.4 4.7 1.7
1.4 -8.3 -4.1
0.4 0.5 3.3
2.3 0.1 0.8
-0.1 0.1 0.9
-1.6 -0.2 -0.6
1.1 -2.0 3.2
0.4 1.6 -3.6
-1.2 -1.3 1.0
0.1 0.2 2.0
0.1 1.8 1.9
2.0 -1.1 0.5
-0.1 0.5 -2.1
-1.2 0.1 -1.6
1.6 0.2 -1.5
-2.1 -0.3 1.3
-0.2 2.1 0.0
0.7 1.3 -2.0
0.4 2.0 1.8
1.6 -1.4 0.2
-2.2 -0.7 -0.8
1.0 0.8 -2.2
0.9 -2.0 0.8
0.5 1.2 -1.3
-1.1 -0.8 -0.3
0.8 -0.3 1.6
0.8 0.6 0.2
0.0 0.0 0.0
-0.3 0.0 -0.4
-0.1 0.0 -0.1
-0.1 -0.3 0.3
0.0 -0.1 0.0
-0.1 0.1 -0.3
-0.2 0.0 -0.2
-0.2 -0.1 0.0
-0.1 -0.2 0.1
0.0 -0.2 0.3
-1.1 1.0 1.1
0.7 -0.6 0.7
0.0 0.1 -1.9
-0.7 0.6 -0.4
0.0 0.0 0.1
0.1 -0.1 0.4
0.1 -0.1 0.0
0.3 -0.2 -0.3
0.0 0.0 0.0
-0.1 0.0 0.3
0.1 -0.1 0.4
0.2 -0.1 0.1
0.2 -0.1 -0.1
0.1 -0.1 -0.3
1.2 -0.4 -1.4
0.1 0.3 1.1
-1.6 0.2 -0.1
-0.4 -0.2 -0.9
0.1 0.0 0.0
0.4 0.0 0.0
0.1 0.0 0.2
-0.2 0.1 0.3
0.0 0.0 0.0
0.4 0.0 -0.2
0.2 0.0 0.1
0.1 0.0 0.2
-0.1 0.0 0.2
-0.3 0.0 0.2
-0.7 0.5 -1.6
0.7 -1.1 0.1
-0.1 0.9 1.5
-0.5 0.9 0.0
0.0 0.0 -0.1
0.1 -0.3 -0.4
0.0 -0.1 0.0
0.2 -0.2 0.4
0.0 0.0 0.0
0.0 -0.1 -0.4
0.0 -0.2 -0.2
0.3 -0.4 0.1
0.1 -0.1 0.2
0.1 0.0 0.4
1.3 0.8 -0.1
0.5 -1.0 0.3
-1.9 0.5 -0.3
-0.2 0.9 -0.3
0.1 0.0 0.0
0.3 -0.1 0.1
0.0 -0.2 0.0
-0.3 -0.3 0.1
0.0 0.0 0.0
0.3 0.0 0.0
0.2 -0.2 0.1
0.0 -0.2 0.1
-0.2 -0.2 0.0
-0.3 -0.1 0.0
0.6 0.7 1.4
-0.4 0.8 -0.7
-0.3 -1.7 -0.5
0.2 -0.7 0.7
0.0 0.0 0.0
0.0 0.4 0.0
0.0 0.1 -0.1
-0.1 -0.1 -0.4
0.0 0.0 0.0
0.1 0.3 0.2
0.0 0.2 0.0
0.0 0.2 -0.2
0.0 0.0 -0.3
-0.1 -0.2 -0.3

***

Here is a structure of composition C43H43CsN12O2 at a distorted geometry from the Open Molecules 2025 dataset. Energies are from ωB97M-V/def2-TZVPD.

The calculation puts the energy above the lowest of the compared OMol25 structures with the same formula, charge and spin at 18.4 kcal/mol. The calculation puts the HOMO energy at -1.7 eV. As for the charge: -2. Its frontier orbital gap is 5.4 eV. Its spin multiplicity is 1.

Each line ends with the Mulliken charge.
Cartesian coordinates (Å):
Cs (1.02342, -1.43789, 0.07651)  1.20
O (2.33329, -2.35852, -1.90343)  -0.79
C (1.51008, -3.27833, -2.19804)  -0.32
N (1.11520, -4.32214, -1.54308)  -0.52
C (1.74920, -4.69026, -0.33572)  0.80
C (3.00085, -5.30369, -0.38942)  -0.18
C (3.61861, -5.82152, 0.73979)  -0.66
C (2.96889, -5.73989, 1.96415)  -0.69
C (1.72643, -5.13022, 2.04377)  -0.43
C (1.09567, -4.58259, 0.91786)  -0.11
N (-0.05582, -3.81374, 1.01517)  0.01
C (-1.03107, -4.08308, 1.85927)  -0.40
O (-1.28790, -5.08416, 2.55482)  -0.79
C (-2.00494, -2.91815, 1.92598)  0.26
C (-3.19197, -2.93017, 1.19612)  -0.50
C (-4.03102, -1.83475, 1.25265)  -0.21
C (-3.66876, -0.75780, 2.05174)  -0.63
C (-2.47912, -0.83973, 2.75208)  -0.32
N (-1.66455, -1.89059, 2.70675)  -0.11
C (0.86228, -3.06318, -3.54808)  0.05
C (1.49330, -3.53685, -4.70197)  -0.62
C (0.98510, -3.20220, -5.93856)  -0.39
C (-0.13488, -2.37957, -6.00249)  -0.91
C (-0.68969, -1.95352, -4.81062)  -0.17
N (-0.21897, -2.28810, -3.60934)  0.44
H (3.48427, -5.37076, -1.35814)  0.37
H (4.59580, -6.28542, 0.66189)  0.34
H (3.42977, -6.14525, 2.85858)  0.33
H (1.20389, -5.06125, 2.98923)  0.43
H (-3.42979, -3.80144, 0.60024)  0.56
H (-4.94384, -1.80968, 0.66879)  0.30
H (-4.28336, 0.12770, 2.13186)  0.45
H (-2.16022, -0.01770, 3.38614)  0.42
H (2.37561, -4.15392, -4.59679)  0.48
H (1.45588, -3.56480, -6.84518)  0.37
H (-0.56393, -2.07106, -6.94710)  0.39
H (-1.55717, -1.29848, -4.81207)  0.37
C (5.96483, 3.94168, 4.98603)  -1.53
C (4.75854, 3.64135, 4.13593)  0.76
C (4.16909, 4.60165, 3.31887)  -1.15
C (3.08419, 4.32081, 2.50870)  -0.67
C (2.49396, 3.02723, 2.44118)  0.56
N (1.51854, 2.64890, 1.60191)  -0.52
C (0.74574, 3.59579, 0.98845)  0.26
C (0.11283, 4.63389, 1.70561)  -0.14
C (-0.73737, 5.54880, 1.11763)  -0.96
C (-1.00634, 5.49627, -0.24769)  0.83
C (-1.90335, 6.50501, -0.91739)  -1.71
C (-0.40185, 4.48583, -0.97884)  -0.39
C (0.44177, 3.54845, -0.39275)  0.00
N (0.96968, 2.52751, -1.23825)  0.91
C (2.04809, 1.72453, -1.04414)  -0.41
C (2.15355, 0.91296, -2.14776)  -0.83
C (1.08201, 1.30225, -2.96859)  -0.26
N (0.38513, 2.28687, -2.43233)  -1.17
C (3.10655, 2.07281, 3.30268)  0.18
C (4.18983, 2.37191, 4.10360)  -0.31
N (2.60361, 0.73836, 3.34395)  1.13
C (1.36347, 0.35349, 3.71465)  -0.32
C (1.34257, -1.02075, 3.71973)  -0.35
C (2.63682, -1.38011, 3.29963)  -0.63
N (3.39776, -0.31490, 3.07549)  -1.13
H (6.08432, 5.01837, 5.12622)  0.36
H (6.89022, 3.56739, 4.53669)  0.26
H (5.88380, 3.48709, 5.97652)  0.33
H (4.57938, 5.60877, 3.30426)  0.28
H (2.68815, 5.10297, 1.87227)  0.37
H (0.30210, 4.68127, 2.77177)  0.49
H (-1.20659, 6.31247, 1.73128)  0.32
H (-2.64196, 6.89997, -0.21682)  0.37
H (-2.44203, 6.05883, -1.75546)  0.34
H (-1.33902, 7.35648, -1.31032)  0.32
H (-0.58871, 4.39505, -2.04079)  0.38
H (2.60194, 1.78902, -0.12570)  0.48
H (2.85365, 0.11149, -2.30907)  0.50
H (0.78118, 0.89481, -3.92126)  0.46
H (4.59517, 1.57035, 4.71229)  0.40
H (0.60906, 1.09228, 3.92219)  0.37
H (0.50264, -1.66609, 3.90731)  0.42
H (3.02994, -2.36917, 3.11508)  0.52
C (-2.93168, 2.02728, -1.14794)  -0.93
N (-3.78136, 0.92623, -1.56402)  0.19
C (-5.06697, 0.91839, -0.89500)  -1.04
C (-3.13437, -0.27932, -1.84300)  0.67
N (-1.87753, -0.40955, -1.68327)  -0.08
N (-4.01236, -1.27951, -2.31371)  0.44
C (-3.48152, -2.62637, -2.38823)  -0.94
C (-4.85792, -0.95177, -3.44568)  -1.17
H (-3.49933, 2.95712, -1.23381)  0.31
H (-2.05091, 2.07448, -1.77770)  0.18
H (-2.59567, 1.91678, -0.10910)  0.34
H (-4.95082, 1.00406, 0.19034)  0.16
H (-5.61108, 0.00230, -1.10717)  0.40
H (-5.66373, 1.77112, -1.23318)  0.31
H (-1.51601, -1.26523, -2.10308)  -0.58
H (-2.87316, -2.79796, -3.28310)  0.26
H (-4.31756, -3.32999, -2.40313)  0.30
H (-2.86243, -2.83692, -1.51982)  0.20
H (-5.13665, 0.09734, -3.42003)  0.40
H (-5.76605, -1.56182, -3.42465)  0.32
H (-4.34631, -1.14591, -4.40080)  0.30

Cartesian forces, eV/Å:
-0.6 1.6 1.2
0.7 -0.6 -0.9
0.1 -0.2 -0.4
-0.1 0.0 0.0
0.0 -0.1 0.0
0.0 0.0 0.0
0.0 0.0 0.0
0.0 0.0 0.0
0.0 0.0 0.0
0.0 -0.2 0.0
-0.4 -0.4 0.1
0.1 -0.1 0.0
0.0 0.0 0.0
0.0 0.0 0.1
-0.1 -0.1 0.0
0.0 0.0 0.0
0.0 0.0 0.0
-0.1 0.0 0.1
0.0 0.0 -0.1
0.1 0.1 -0.1
0.0 -0.1 0.0
0.0 0.0 0.0
0.0 0.0 0.0
0.0 0.0 0.0
0.0 0.0 0.0
0.0 0.0 0.0
0.0 0.0 0.0
0.0 0.0 0.0
0.0 0.0 0.0
0.0 0.0 0.0
0.0 0.0 0.0
0.0 0.0 0.0
0.0 0.0 0.0
0.0 0.0 0.0
0.0 0.0 0.0
0.0 0.0 0.0
0.0 0.0 0.0
0.0 0.0 0.0
0.0 0.0 0.0
0.0 0.0 0.0
0.0 0.1 0.0
0.1 0.0 0.0
-0.1 0.0 0.0
0.0 0.0 0.0
0.0 0.0 0.0
0.0 0.0 0.0
0.0 0.0 0.0
0.0 0.0 0.0
0.0 0.0 0.0
0.0 0.0 0.0
0.0 0.0 0.0
0.0 0.1 0.0
0.1 0.0 0.0
0.0 0.1 0.0
-0.1 0.0 0.1
0.0 0.0 0.0
0.0 0.0 0.0
0.0 0.0 -0.1
0.0 0.0 0.0
0.0 0.0 -0.1
0.1 0.0 0.0
0.0 0.0 0.1
0.0 0.0 0.0
0.0 0.0 0.0
0.0 0.0 0.0
0.0 0.0 0.0
0.0 0.0 0.0
0.0 0.0 0.0
0.0 0.0 0.0
0.0 0.0 0.0
0.0 0.0 0.0
0.0 0.0 0.0
0.0 0.0 0.0
0.0 0.0 0.0
0.0 0.0 0.0
0.0 0.0 0.0
0.0 0.0 0.0
0.0 0.0 0.0
0.0 0.0 0.0
0.0 0.0 0.0
0.0 0.0 0.1
0.1 -0.1 0.0
0.0 0.0 -0.1
0.0 -0.1 0.0
-0.2 0.1 0.1
0.0 0.0 0.0
0.0 0.0 0.0
0.0 0.0 0.0
0.0 0.0 0.0
0.1 0.0 0.0
0.0 0.0 0.0
0.0 0.0 0.1
0.0 0.0 0.0
0.0 0.0 0.0
0.0 0.0 0.0
0.0 0.0 0.0
0.0 0.0 0.0
0.0 0.0 0.0
0.0 0.0 0.0
0.0 0.0 0.0
0.0 0.0 0.0